[1]
Density functional theory data (ωB97M-V/def2-TZVPD) for a cluster of 4 separate species, C25H54F3N3O3S in total.

Maximum force   3.47 eV/Å
Lowest unoccupied orbital energy (spin up / spin down)   -1.7 / -1.8 eV
2S+1   2
Kohn-Sham gap (spin up / spin down)   2.44 / 9.39 eV
Total energy   -2072.24086 a.u.
Expectation value of S²   0.75
Highest occupied orbital energy (spin up / spin down)   -4.2 / -11.2 eV
Net charge   +1

Each line ends with the Löwdin spin population.
Positions of all 89 atoms, in Å:
O 2.33 0.05 0.46  0.0014
H -5.62 -4.22 0.10  0.0043
H 2.28 3.15 3.46  0.0001
H -5.30 -3.03 4.09  0.0015
C 5.34 0.96 -2.54  0.0001
C 0.05 2.75 -2.19  0.0147
H 4.45 -0.25 -4.98  0.0000
C 0.36 2.48 3.68  0.0122
N -0.03 3.90 1.61  0.0012
H -2.33 -2.47 -0.51  0.0013
C -0.41 2.79 -0.76  0.0220
O 3.75 -1.74 1.05  0.0004
C -2.73 -1.46 -0.60  0.0363
H -0.13 1.75 -2.56  0.0045
F 1.39 -2.41 3.16  0.0018
H -3.35 -4.11 3.68  0.0015
S 2.78 -0.76 1.55  0.0034
H -0.37 3.58 -2.76  0.0033
H 4.06 2.59 -2.97  0.0001
C -5.59 -2.46 2.07  0.0308
H -3.35 -1.51 -1.49  0.0178
H -4.17 -4.66 1.62  0.0035
C 1.16 -1.56 2.09  0.0019
H 0.82 1.93 1.69  0.0005
H -1.47 3.01 -0.84  0.0309
C -4.72 -2.54 3.31  0.0299
H -0.14 -2.55 -1.53  0.0009
H -4.42 -1.55 3.64  0.0343
H 1.37 3.64 0.22  0.0002
H -6.01 -1.46 2.13  0.0254
H -1.65 -0.01 -1.67  0.0128
O 3.25 0.13 2.57  0.0005
H 1.50 4.06 4.74  0.0006
H 0.59 5.54 2.92  0.0016
H 0.80 1.48 3.73  0.0009
C -3.43 -3.24 3.02  0.0175
H 3.51 -2.67 -2.44  0.0000
H 1.91 4.87 2.04  0.0005
C 1.02 4.59 2.60  0.0032
H -2.37 0.63 -0.25  0.0522
H 2.64 0.96 -3.89  0.0004
C 1.35 3.65 3.75  0.0015
F 0.23 -0.75 2.55  0.0191
C 0.32 3.86 0.04  0.0051
C 1.48 -2.30 -3.15  0.0033
H -2.53 -2.65 3.11  0.0087
C -5.18 -3.31 -0.30  0.0247
C 2.72 -1.92 -2.40  0.0003
N 3.57 -0.75 -3.00  0.0001
H -0.54 2.64 4.28  0.0127
C 4.05 1.67 -2.40  0.0003
H 1.75 -2.79 -4.09  0.0002
H -0.89 1.78 1.94  0.0386
H 0.82 -1.51 -3.49  0.0033
H -0.87 -0.28 -0.10  0.0030
H -2.14 3.85 1.40  0.0533
H -4.52 -3.63 -1.10  0.0023
H -2.69 -3.73 1.04  0.0021
H -0.24 1.82 -0.30  0.0008
H 2.18 0.66 -2.16  0.0005
H 0.18 4.90 -0.24  0.0024
H 4.70 -0.47 -1.18  0.0000
C -1.38 4.49 1.85  0.0545
C 4.90 -0.47 -2.25  0.0000
H 3.83 1.88 -1.35  0.0001
H -3.29 -0.99 1.37  0.0418
C -3.82 -1.31 0.47  0.1209
H -0.18 -3.67 -2.71  0.0014
H -1.36 5.47 1.38  0.0043
H 5.77 1.21 -3.51  0.0000
H -6.39 -3.19 1.93  0.0024
H 4.70 -1.88 -4.24  0.0000
H 1.12 2.93 -2.29  0.0001
C 2.99 0.70 -2.89  0.0006
H 2.60 -1.47 -1.41  0.0001
C 3.99 -1.09 -4.46  0.0002
H -5.95 -2.54 -0.46  0.0124
C -3.62 -3.72 1.61  0.0116
H 5.58 -1.32 -2.31  0.0000
C 0.56 -3.11 -2.14  0.0036
C -1.83 -0.24 -0.62  0.0706
H -4.57 -0.64 0.05  0.0765
C -0.03 2.41 2.16  0.0249
H 1.04 -3.93 -1.60  0.0003
H 6.06 1.32 -1.82  0.0000
F 0.66 -2.35 1.16  0.0034
N -4.55 -2.69 0.92  0.0050
H 3.20 -1.34 -5.17  0.0001
H -1.56 4.65 2.91  0.0061



[2]
Density functional theory data (ωB97M-V/def2-TZVPD) for a cluster of 2 separate species, C9H11N2 in total.

Maximum force   5.00 eV/Å
Lowest unoccupied orbital energy (spin up / spin down)   -5.1 / -5.9 eV
Kohn-Sham gap (spin up / spin down)   7.83 / 6.88 eV
Total energy   -458.49656 a.u.
Highest occupied orbital energy (spin up / spin down)   -12.9 / -12.8 eV
Energy relative to the best compared isomer or geometry (same formula, charge and spin)   209.47 kcal/mol
Net charge   +1

Each line ends with the Mulliken charge.
Positions of all 22 atoms, in Å:
H 1.81 0.48 2.12  0.3791
H 2.63 -0.90 -1.28  0.3510
C 2.18 0.16 -1.25  -0.6334
C 0.58 -0.92 0.03  -0.7036
C 2.23 0.49 1.21  -0.7642
C -3.14 0.69 0.03  -0.1942
N 1.34 0.31 0.06  0.7697
C -0.76 0.81 0.16  0.6866
C -3.10 -0.76 0.09  -0.4352
H 3.03 0.94 -1.46  0.2788
N 0.40 1.37 0.10  -1.0575
H 2.76 1.50 0.98  0.2847
H -4.01 -1.36 0.15  0.4131
C -1.91 -1.44 0.04  -0.8980
H 1.45 0.16 -2.02  0.3610
H 2.86 -0.36 1.08  0.4263
H 2.34 -3.04 0.06  0.0962
H -2.06 2.47 -0.24  0.4421
C -0.71 -0.75 0.13  1.1531
C -2.02 1.44 0.04  -0.5628
H -1.77 -2.58 0.02  0.3166
H -4.14 1.29 -0.06  0.2906



[3]
Density functional theory data (ωB97M-V/def2-TZVPD) for a cluster of 3 separate species, C12H26N2O4 in total.

Maximum force   4.58 eV/Å
Lowest unoccupied orbital energy   0.5 eV
Kohn-Sham gap   9.55 eV
Total energy   -883.30914 a.u.
Highest occupied orbital energy   -9.0 eV
Energy relative to the best compared isomer or geometry (same formula, charge and spin)   22.65 kcal/mol

Each line ends with the Mulliken charge.
Positions of all 44 atoms, in Å:
H 0.60 -2.23 6.23  0.2877
H -2.45 -2.13 -1.17  0.5451
N -0.35 -2.06 4.38  -0.1905
C -0.07 -2.34 3.08  0.7396
H -2.75 -1.24 -3.09  0.3074
H 3.45 5.76 -2.44  0.2871
H 0.02 4.74 0.67  0.2672
C -2.20 -1.60 -3.95  -1.1637
H 0.74 -0.51 -2.57  0.3532
C 0.69 -3.61 2.79  -1.2882
H -2.37 -0.88 -4.73  0.3450
C -0.69 -1.68 -3.67  -0.6293
H -0.86 -1.20 4.50  0.2373
O -1.39 1.66 -0.45  -0.4424
H 1.66 5.41 0.65  0.3639
H -1.07 0.48 1.07  0.4001
C -0.42 -1.59 -1.13  -0.5628
C 2.87 5.57 -1.55  -1.2864
H -0.34 -2.69 -3.60  0.3441
H -2.63 -2.54 -4.28  0.2983
C -1.55 0.65 0.11  0.1927
H 0.53 -3.74 5.30  0.3354
O -0.43 -1.58 2.19  -0.5094
H 0.80 3.01 -0.93  0.1337
C -0.28 -0.85 -2.47  -0.5193
O 2.17 3.64 -2.79  -0.6477
C 1.08 4.50 0.55  -0.8641
H 1.37 3.81 1.35  0.2667
H 0.32 -1.25 -0.43  0.3292
O -2.39 -0.27 -0.38  -0.3954
H -0.21 -1.26 -4.54  0.3484
H -0.93 -3.11 6.09  0.2922
N 1.29 3.87 -0.73  -0.0582
H -1.76 -2.12 0.42  0.2338
H 3.55 5.47 -0.70  0.3472
H 0.13 -4.48 3.13  0.3702
H 2.19 6.41 -1.39  0.3471
H -0.17 -2.63 -1.33  0.5686
C -1.80 -1.58 -0.51  -0.8790
C -0.01 -2.84 5.56  -0.8776
H 1.67 -3.59 3.28  0.3808
H 0.84 -3.69 1.72  0.2301
H -0.92 0.02 -2.47  0.3141
C 2.09 4.29 -1.75  0.8476



[4]
Density functional theory data (ωB97M-V/def2-TZVPD) for a structure of composition C22H25N6O4SW.

Maximum force   0.70 eV/Å
Lowest unoccupied orbital energy (spin up / spin down)   -2.6 / -3.3 eV
2S+1   3
Kohn-Sham gap (spin up / spin down)   7.61 / 7.47 eV
Total energy   -1948.05513 a.u.
Expectation value of S²   2.02
Highest occupied orbital energy (spin up / spin down)   -10.3 / -10.8 eV
Energy relative to the best compared isomer or geometry (same formula, charge and spin)   0.00 kcal/mol
Net charge   +1

Each line ends with the Löwdin spin population.
Positions of all 59 atoms, in Å:
N 4.26 -3.22 -0.20  0.0043
H 4.84 -4.67 -1.60  0.0000
W 1.34 0.10 0.31  1.6230
H 4.74 -5.26 0.07  0.0002
H 3.77 7.37 4.48  0.0000
S 0.40 -0.99 2.27  0.0624
C 2.48 5.82 3.72  0.0046
C 1.70 2.41 1.29  0.0248
C 5.01 -4.41 -0.56  0.0005
H -0.80 -0.16 -6.17  -0.0001
H 5.60 -1.94 0.84  0.0004
C 0.47 1.14 -5.00  0.0138
H -1.31 -2.09 -1.96  0.0012
H -0.94 3.69 1.84  0.0001
C 0.91 4.18 2.85  0.0038
C -0.18 -0.48 -2.84  0.0069
H -1.39 -1.58 -4.23  0.0002
N -0.80 -2.28 0.23  -0.0016
C -0.58 -2.21 1.50  0.0098
H 1.86 -2.71 -2.32  0.0003
H 4.28 3.56 0.35  0.0002
C -0.58 -1.31 -1.75  0.0574
C 3.27 4.12 2.18  0.0041
C 4.60 -2.38 0.94  0.0026
O 0.56 1.82 1.26  0.0309
H -1.14 -2.99 3.30  -0.0002
H -0.61 2.70 3.24  0.0003
H 2.08 7.84 4.33  0.0002
C 0.68 0.62 -2.66  0.0159
H 1.65 2.28 -3.60  -0.0001
H 0.40 5.75 4.20  -0.0001
C 1.96 3.59 2.12  0.0001
C 0.99 1.43 -3.76  0.0006
C 3.23 -2.69 -0.86  0.0046
N -0.19 -1.27 -0.51  -0.0085
H 5.33 4.17 1.64  0.0000
C 3.49 5.23 2.98  -0.0006
H -1.13 4.38 3.45  0.0000
H 6.08 -4.21 -0.45  0.0002
H 4.66 2.53 1.72  0.0001
C 2.75 7.02 4.59  0.0008
H 0.72 1.77 -5.84  0.0007
H 4.53 -2.91 1.89  0.0004
C 3.52 -1.34 0.81  0.0190
H 2.86 -4.12 -2.27  0.0001
H -1.86 -3.72 1.92  0.0001
C -0.52 3.71 2.85  0.0006
C -0.39 0.05 -5.19  0.0023
C 1.20 5.29 3.64  -0.0007
H 4.49 5.64 3.03  -0.0001
N -1.11 -3.16 2.31  0.0026
O 2.60 1.82 0.59  0.0057
C -0.71 -0.74 -4.11  0.0110
N 2.66 -3.19 -1.94  0.0027
O 1.19 0.91 -1.48  0.0600
H 2.58 6.77 5.64  0.0003
N 2.82 -1.52 -0.33  0.0208
C 4.45 3.56 1.43  0.0004
O 3.16 -0.45 1.59  0.0114



[5]
Density functional theory data (ωB97M-V/def2-TZVPD) for a structure of composition C3H8I2NO.

Maximum force   5.20 eV/Å
Lowest unoccupied orbital energy   -3.6 eV
Kohn-Sham gap   9.97 eV
Total energy   -844.11128 a.u.
Highest occupied orbital energy   -13.6 eV
Energy relative to the best compared isomer or geometry (same formula, charge and spin)   68.89 kcal/mol
Net charge   +1

Each line ends with the Mulliken charge.
Positions of all 15 atoms, in Å:
C -0.77 0.22 1.75  -0.6929
H -0.22 0.29 2.81  0.3982
H 1.58 -0.71 0.76  0.4117
I -1.02 -1.30 -3.21  0.2239
H -1.28 -0.74 1.51  0.3940
O 1.64 1.37 0.57  -0.4096
H 0.32 -2.01 -1.10  0.4324
H -0.44 0.94 -0.74  0.2515
I -1.77 1.74 0.79  0.1876
C -0.37 -1.19 -1.23  -0.6808
H 1.16 2.14 0.66  0.3165
H 1.03 0.37 -1.58  0.3434
C 1.01 0.16 0.41  -0.4305
H -1.20 -1.34 -0.47  0.2435
N 0.34 0.07 -0.92  0.0112



[6]
Density functional theory data (ωB97M-V/def2-TZVPD) for the molecule C14H24ClNO.

Maximum force   4.17 eV/Å
Lowest unoccupied orbital energy   0.6 eV
Kohn-Sham gap   9.80 eV
Total energy   -1138.03244 a.u.
Highest occupied orbital energy   -9.2 eV
Energy relative to the best compared isomer or geometry (same formula, charge and spin)   0.00 kcal/mol

Each line ends with the Mulliken charge.
Positions of all 41 atoms, in Å:
C 1.45 -2.43 0.41  -1.9619
C -2.98 2.39 -0.77  -1.6034
O -3.55 -0.58 -0.92  -0.6168
H -1.74 2.31 -3.36  0.4061
H 3.65 -0.28 -1.26  0.4398
H 2.53 1.06 3.42  0.4421
H -1.29 -2.39 0.25  -0.1197
H -1.18 0.61 -3.14  0.3069
H -2.92 1.01 -2.96  0.3033
C -0.09 0.57 1.24  -0.2019
H 1.01 -0.61 2.65  0.2152
H 0.47 -0.97 -1.70  0.6086
C -2.44 -0.66 -0.47  0.6271
H 2.25 -3.01 0.92  0.4033
H 0.92 1.68 3.67  0.4219
H 0.64 -2.40 1.11  0.3844
C 3.18 -1.23 -1.00  -2.0873
N -1.50 0.40 -0.66  0.7923
H -3.90 1.89 -1.00  0.3240
H -2.98 3.37 -1.17  0.4767
H 1.07 -3.01 -0.43  0.4332
C 0.86 -0.31 -0.91  -1.1201
C -1.77 1.66 -1.33  0.3948
H -0.90 2.30 -1.16  0.4231
H 2.83 0.74 0.72  0.3633
C 1.94 -1.05 -0.08  2.3167
Cl -3.51 -2.99 0.59  -0.1865
C 2.34 -0.16 1.11  -1.8771
H -0.92 1.00 1.78  0.4645
H 3.10 -0.69 1.69  0.4937
H 1.84 2.30 2.28  0.3636
H -2.10 -1.40 1.53  0.2019
C -1.89 1.37 -2.79  -1.3613
H 2.88 -1.71 -1.92  0.4310
C 1.64 1.41 2.90  -1.7195
C -2.19 -1.79 0.49  0.0646
H -2.95 2.46 0.33  0.3196
C 1.18 0.26 2.00  0.8353
H 3.92 -1.85 -0.49  0.4344
H 1.35 0.48 -1.47  0.2855
C -0.25 0.22 -0.09  -1.1218



[7]
Density functional theory data (ωB97M-V/def2-TZVPD) for a structure of composition C2HBr3ClF.

Maximum force   2.79 eV/Å
Lowest unoccupied orbital energy (spin up / spin down)   -0.4 / -0.7 eV
Kohn-Sham gap (spin up / spin down)   8.15 / 7.89 eV
Total energy   -8358.78067 a.u.
Highest occupied orbital energy (spin up / spin down)   -8.5 / -8.6 eV
Energy relative to the best compared isomer or geometry (same formula, charge and spin)   59.46 kcal/mol

Each line ends with the Mulliken charge.
Positions of all 8 atoms, in Å:
C 0.26 -0.69 -0.12  0.0620
H 0.33 -0.73 1.00  0.3503
F -0.49 0.08 -0.92  -0.1831
C 2.61 -0.06 0.08  -0.2154
Br 3.36 -1.74 0.43  0.0391
Cl 0.28 -2.26 -0.68  -0.0837
Br 2.46 1.15 1.54  0.0161
Br 3.14 0.72 -1.56  0.0147